# 1
Here is a structure of composition C27H26Co2N3O6 in a non-equilibrium geometry from OMol25. Energies are from the ωB97M-V functional and the def2-TZVPD basis.

Properties
Energy above the lowest of the compared OMol25 structures with the same formula, charge and spin = 245.0 kJ/mol
E_LUMO = 1.955 eV
Net charge = -1
Max |F| = 0.0714 Eh/bohr
Calculated total energy = -4425.553645 Eh
Orbital gap = 5.616 eV

Last column: Mulliken charge in e.
CARTESIAN COORDINATES (ANGSTROEM)
C (-6.02, 1.28, -1.19)  -1.03
N (-4.65, 1.66, -1.54)  0.23
C (-4.30, 3.04, -1.26)  -1.03
C (-3.68, 0.66, -1.51)  0.72
N (-3.86, -0.30, -0.64)  -0.64
C (-2.79, -1.28, -0.52)  -0.82
C (-2.90, -2.20, 0.63)  0.77
C (-3.72, -3.32, 0.54)  -0.48
C (-3.80, -4.20, 1.62)  -0.50
C (-3.07, -3.96, 2.79)  -0.47
C (-2.30, -2.80, 2.89)  -0.55
C (-2.21, -1.91, 1.81)  -0.66
N (-2.68, 0.75, -2.43)  0.16
C (-2.82, 1.62, -3.60)  -1.09
C (-1.65, -0.26, -2.58)  -1.26
H (-6.11, 0.19, -1.19)  0.36
H (-6.32, 1.67, -0.20)  0.30
H (-6.72, 1.69, -1.94)  0.29
H (-3.21, 3.17, -1.31)  0.32
H (-4.78, 3.72, -1.98)  0.29
H (-4.64, 3.35, -0.24)  0.34
H (-2.89, -1.98, -1.40)  0.36
H (-1.84, -0.73, -0.29)  0.38
H (-4.30, -3.49, -0.37)  0.35
H (-4.43, -5.09, 1.54)  0.34
H (-3.11, -4.67, 3.61)  0.38
H (-1.75, -2.59, 3.81)  0.50
H (-1.62, -1.00, 1.89)  0.34
H (-3.80, 2.10, -3.58)  0.40
H (-2.03, 2.38, -3.61)  0.26
H (-2.74, 1.02, -4.53)  0.34
H (-1.80, -0.95, -1.81)  0.43
H (-1.73, -0.81, -3.53)  0.37
H (-0.63, 0.15, -2.48)  0.30
O (4.91, 1.12, 7.57)  -0.40
C (3.81, 0.77, 7.61)  0.14
Co (2.11, 0.22, 7.72)  0.06
C (0.97, 1.47, 7.14)  0.14
O (0.20, 2.25, 6.79)  -0.40
C (1.88, -1.24, 6.69)  0.13
O (1.66, -2.20, 6.09)  -0.36
C (0.87, -0.26, 9.30)  0.59
C (-0.16, -1.13, 8.71)  0.71
C (-1.18, -0.60, 7.86)  -0.28
C (-2.02, -1.42, 7.12)  -0.77
C (-1.94, -2.80, 7.23)  -0.33
C (-0.95, -3.37, 8.04)  -0.79
C (-0.10, -2.56, 8.80)  -0.15
C (2.19, -0.65, 9.58)  -0.26
C (2.75, -1.80, 9.94)  -0.89
Co (1.57, 0.97, 10.70)  -0.06
C (1.26, 0.25, 12.34)  0.11
O (1.04, -0.24, 13.37)  -0.40
C (0.29, 2.15, 10.32)  0.15
O (-0.57, 2.86, 10.01)  -0.38
C (3.13, 1.92, 10.67)  0.06
O (4.13, 2.51, 10.61)  -0.37
H (-1.25, 0.48, 7.80)  0.43
H (-2.75, -0.97, 6.45)  0.40
H (-2.63, -3.45, 6.68)  0.45
H (-0.85, -4.46, 8.09)  0.36
H (0.62, -3.02, 9.47)  0.55
H (3.48, -1.90, 10.75)  0.24
H (2.56, -2.71, 9.32)  0.30

# 2
Here is a structure of composition C27H26Co2NO8 in a non-equilibrium geometry from OMol25. Energies are from the ωB97M-V functional and the def2-TZVPD basis.

Properties
Energy above the lowest of the compared OMol25 structures with the same formula, charge and spin = 0.0 kJ/mol
E_LUMO = 2.460 eV
Net charge = -1
Max |F| = 0.1057 Eh/bohr
Calculated total energy = -4466.641103 Eh
Orbital gap = 6.573 eV

Last column: Mulliken charge in e.
CARTESIAN COORDINATES (ANGSTROEM)
C (2.43, -2.38, -2.07)  -0.69
O (2.16, -0.97, -1.93)  -0.22
C (3.13, -0.22, -1.37)  -0.27
O (4.23, -0.66, -1.06)  -0.62
C (2.67, 1.21, -1.21)  1.02
C (2.94, 2.02, -2.50)  -0.74
C (3.74, 3.25, -2.10)  -0.58
C (3.86, 3.22, -0.57)  -0.82
N (3.33, 1.93, -0.15)  0.20
C (3.20, 1.59, 1.17)  0.60
C (3.37, 0.31, 1.63)  -0.90
C (3.69, 0.00, 3.05)  -0.64
C (3.46, 1.16, 4.05)  -0.71
C (2.47, 2.20, 3.51)  -0.91
C (2.94, 2.72, 2.15)  -0.55
H (1.54, -2.76, -2.58)  0.16
H (3.33, -2.54, -2.68)  0.34
H (2.53, -2.85, -1.09)  0.28
H (1.58, 1.15, -1.03)  0.03
H (3.46, 1.40, -3.24)  0.34
H (1.97, 2.30, -2.91)  0.35
H (4.73, 3.25, -2.55)  0.26
H (3.22, 4.17, -2.39)  0.29
H (4.90, 3.33, -0.23)  0.36
H (3.29, 4.05, -0.11)  0.34
H (3.59, -0.48, 0.94)  0.47
H (3.12, -0.87, 3.38)  0.31
H (4.75, -0.30, 3.10)  0.25
H (3.09, 0.76, 5.00)  0.34
H (4.42, 1.64, 4.25)  0.28
H (1.49, 1.72, 3.38)  0.33
H (2.35, 3.04, 4.21)  0.36
H (3.89, 3.27, 2.26)  0.26
H (2.20, 3.43, 1.74)  0.36
O (-2.22, -5.03, 2.19)  -0.43
C (-2.73, -4.16, 1.62)  0.14
Co (-3.56, -2.88, 0.75)  0.22
C (-5.13, -3.56, 0.33)  0.10
O (-6.19, -4.00, 0.17)  -0.41
C (-3.96, -1.91, 2.14)  0.09
O (-4.24, -1.25, 3.05)  -0.43
C (-3.12, -1.30, -0.47)  0.71
C (-4.05, -0.17, -0.54)  0.29
C (-5.43, -0.36, -0.77)  -0.25
C (-6.32, 0.71, -0.64)  -0.68
C (-5.83, 1.99, -0.34)  -0.45
C (-4.45, 2.21, -0.26)  -0.57
C (-3.55, 1.15, -0.40)  -0.53
C (-1.72, -1.35, -0.60)  0.22
C (-0.61, -0.74, -0.15)  -0.10
Co (-2.54, -2.62, -1.52)  0.06
C (-1.58, -2.43, -2.99)  0.02
O (-1.03, -2.47, -4.01)  -0.46
C (-4.06, -3.21, -2.30)  0.43
O (-4.95, -3.69, -2.87)  -0.40
C (-1.91, -4.26, -1.06)  -0.03
O (-1.38, -5.28, -0.99)  -0.38
H (-5.79, -1.36, -1.03)  0.26
H (-7.39, 0.53, -0.77)  0.36
H (-6.53, 2.81, -0.20)  0.34
H (-4.07, 3.21, -0.08)  0.36
H (-2.47, 1.31, -0.37)  0.41
H (0.33, -0.87, -0.68)  -0.28
H (-0.61, -0.12, 0.75)  0.46

# 3
Here is a cluster of 2 separate species, C27H26F3NO2S in total in a non-equilibrium geometry from OMol25. Energies are from the ωB97M-V functional and the def2-TZVPD basis.

Properties
Energy above the lowest of the compared OMol25 structures with the same formula, charge and spin = 2.9 kJ/mol
E_LUMO = -1.152 eV
Net charge = 0
Max |F| = 0.0325 Eh/bohr
Calculated total energy = -1947.385975 Eh
Orbital gap = 5.169 eV

Last column: Mulliken charge in e.
CARTESIAN COORDINATES (ANGSTROEM)
C (2.47, -3.67, 4.68)  -1.37
C (1.71, -3.18, 3.48)  1.06
C (0.40, -2.72, 3.65)  -0.73
C (-0.29, -2.13, 2.60)  -0.81
C (0.26, -2.10, 1.29)  0.56
C (-0.62, -1.79, 0.18)  -0.79
S (-0.34, -2.74, -1.26)  0.91
C (-1.78, -3.94, -1.18)  0.63
F (-1.95, -4.55, -2.35)  -0.24
F (-1.58, -4.86, -0.21)  -0.24
F (-2.93, -3.26, -0.88)  -0.24
O (-0.57, -1.92, -2.44)  -0.55
O (0.83, -3.58, -1.17)  -0.66
C (1.63, -2.49, 1.15)  -0.22
C (2.29, -3.12, 2.20)  -0.95
H (3.49, -3.97, 4.40)  0.35
H (2.55, -2.89, 5.45)  0.30
H (1.95, -4.53, 5.13)  0.32
H (-0.07, -2.83, 4.63)  0.34
H (-1.29, -1.72, 2.75)  0.34
H (-1.68, -1.86, 0.43)  0.55
H (2.17, -2.30, 0.22)  0.44
H (3.28, -3.56, 2.05)  0.27
C (-3.54, -0.76, -2.52)  -1.92
C (-2.43, 0.14, -2.83)  -0.46
N (-2.12, 0.41, -4.11)  0.37
C (-2.79, -0.16, -5.26)  -1.02
C (-1.16, 1.42, -4.18)  0.42
C (-0.81, 1.79, -2.85)  0.42
C (-0.06, 2.95, -2.69)  0.03
C (0.33, 3.69, -3.82)  -0.95
C (-0.02, 3.29, -5.12)  -0.62
C (-0.77, 2.12, -5.31)  -1.15
C (-1.53, 0.86, -1.96)  2.66
C (-1.47, 0.69, -0.59)  -0.81
C (-0.72, 1.60, 0.25)  0.25
C (0.67, 1.79, 0.06)  -0.72
C (1.34, 2.81, 0.71)  -0.57
C (0.66, 3.70, 1.54)  1.17
C (1.41, 4.87, 2.11)  -1.42
C (-0.70, 3.48, 1.82)  -0.95
C (-1.36, 2.41, 1.23)  -0.57
H (-3.77, -0.69, -1.45)  0.28
H (-4.45, -0.51, -3.09)  0.53
H (-3.26, -1.80, -2.75)  0.34
H (-2.31, 0.20, -6.17)  0.35
H (-2.74, -1.26, -5.24)  0.31
H (-3.85, 0.14, -5.28)  0.34
H (0.20, 3.29, -1.70)  0.40
H (0.92, 4.59, -3.69)  0.41
H (0.28, 3.89, -5.98)  0.37
H (-1.05, 1.77, -6.30)  0.25
H (-2.22, 0.07, -0.10)  0.37
H (1.20, 1.14, -0.63)  0.52
H (2.41, 2.97, 0.56)  0.37
H (0.78, 5.50, 2.74)  0.36
H (2.27, 4.53, 2.71)  0.32
H (1.83, 5.48, 1.30)  0.31
H (-1.22, 4.16, 2.51)  0.32
H (-2.41, 2.20, 1.47)  0.42

# 4
Here is a structure of composition C27H26F4LaN6OS2 in a non-equilibrium geometry from OMol25. Energies are from the ωB97M-V functional and the def2-TZVPD basis.

Properties
Energy above the lowest of the compared OMol25 structures with the same formula, charge and spin = 0.0 kJ/mol
E_LUMO = -2.427 eV
Net charge = +1
Max |F| = 0.0263 Eh/bohr
Calculated total energy = -2675.646547 Eh
Orbital gap = 7.287 eV

Last column: Mulliken charge in e.
CARTESIAN COORDINATES (ANGSTROEM)
La (-0.50, -0.02, 0.03)  1.92
C (1.05, 0.61, -3.16)  -1.30
N (0.04, -0.26, -2.63)  0.80
C (-1.26, -0.12, -3.33)  -1.26
C (0.56, -1.63, -2.73)  -1.30
C (-0.41, -2.68, -2.26)  -0.91
N (-1.00, -2.33, -0.98)  0.24
C (-1.76, -3.28, -0.38)  0.09
C (-2.39, -2.91, 0.83)  -0.15
F (-2.22, -1.59, 1.19)  0.00
C (-3.09, -3.72, 1.68)  -0.15
F (-3.56, -3.21, 2.83)  -0.30
C (-3.30, -5.05, 1.33)  -0.55
C (-2.83, -5.43, 0.09)  0.15
F (-3.05, -6.69, -0.27)  -0.30
C (-2.11, -4.60, -0.75)  0.43
F (-1.67, -5.15, -1.90)  -0.33
H (1.28, 0.40, -4.21)  0.42
H (1.97, 0.49, -2.59)  0.33
H (0.75, 1.65, -3.07)  0.27
H (-1.18, -0.45, -4.38)  0.27
H (-1.54, 0.92, -3.33)  0.38
H (-2.02, -0.72, -2.80)  0.38
H (1.46, -1.66, -2.13)  0.33
H (0.88, -1.84, -3.75)  0.35
H (0.18, -3.60, -2.22)  0.58
H (-1.20, -2.79, -3.00)  0.55
H (-3.86, -5.71, 1.97)  0.51
O (1.70, 0.20, 0.12)  0.41
C (2.83, 0.86, -0.10)  -0.16
C (4.11, 0.26, 0.14)  -0.77
C (5.30, 0.92, -0.07)  -0.78
C (5.28, 2.24, -0.51)  -0.84
C (4.09, 2.87, -0.75)  -0.79
C (2.85, 2.22, -0.55)  1.08
C (1.57, 2.91, -0.88)  -0.16
N (0.32, 2.43, -0.75)  0.47
C (-0.51, 3.44, -1.27)  -0.61
C (0.24, 4.49, -1.68)  -0.85
N (1.53, 4.14, -1.43)  0.00
H (4.12, -0.75, 0.52)  0.36
H (6.24, 0.43, 0.13)  0.47
H (6.21, 2.76, -0.65)  0.43
H (4.12, 3.90, -1.10)  0.27
H (-1.57, 3.28, -1.32)  0.35
H (-0.02, 5.44, -2.12)  0.45
H (2.33, 4.70, -1.66)  0.16
C (-3.54, 2.63, 0.49)  -0.94
C (-2.66, 2.60, 1.68)  0.49
N (-1.84, 1.61, 1.90)  0.27
C (-1.28, 1.68, 3.18)  -0.06
C (-1.65, 2.79, 3.84)  -0.51
S (-2.74, 3.76, 2.91)  -0.19
C (-0.45, 0.57, 3.65)  -0.50
C (0.03, 0.34, 4.90)  -0.49
S (1.00, -1.06, 4.91)  -0.15
C (0.73, -1.25, 3.25)  0.39
N (-0.03, -0.34, 2.72)  0.35
C (1.25, -2.39, 2.46)  -0.77
H (-3.14, 1.94, -0.27)  -0.05
H (-3.68, 3.64, 0.09)  0.43
H (-4.51, 2.20, 0.75)  0.34
H (-1.41, 3.09, 4.85)  0.45
H (-0.13, 0.83, 5.84)  0.49
H (1.70, -3.16, 3.08)  0.49
H (1.96, -1.99, 1.74)  -0.02
H (0.45, -2.85, 1.89)  0.05

> energy above the lowest of the compared OMol25 structures with the same formula, charge and spin of number 4 (C27H26F4LaN6OS2)?

0.0 kJ/mol

> The lowest orbital gap belongs to which entry?

C27H26F3NO2S